Below is a 11-piece molecular cluster, C84H185N11O11 overall at a distorted geometry, with properties calculated with ωB97M-V with the def2-TZVPD basis set.

Bonds (Å) are listed after each position.
CARTESIAN COORDINATES (ANGSTROEM)
1 C -4.61937 -7.59666 -3.80278  C2 1.566, H7 1.090, H8 1.090, H9 1.090
2 C -3.23927 -7.33695 -3.11011  C1 1.566, C3 1.544, N6 1.509, H10 1.090
3 C -3.18209 -7.08228 -1.58884  C2 1.544, O4 1.403, H11 1.090, H12 1.090
4 O -3.25954 -5.72182 -1.25625  C3 1.403, C5 1.433
5 C -2.96970 -5.31423 0.08711  O4 1.433, H13 1.090, H14 1.090, H15 1.090
6 N -2.34053 -8.46478 -3.55317  C2 1.509, H16 1.010, H17 1.010
7 H -4.57043 -7.59723 -4.89168  C1 1.090
8 H -5.44346 -6.93383 -3.53893  C1 1.090
9 H -4.88577 -8.57989 -3.41499  C1 1.090
10 H -2.95306 -6.40836 -3.60397  C2 1.090
11 H -2.23051 -7.42089 -1.17903  C3 1.090
12 H -3.95185 -7.52321 -0.95546  C3 1.090
13 H -1.92845 -5.56000 0.29569  C5 1.090
14 H -3.63953 -5.88088 0.73389  C5 1.090
15 H -3.00814 -4.23973 0.26626  C5 1.090
16 H -2.72419 -9.36892 -3.31772  N6 1.010
17 H -1.50217 -8.40393 -2.99323  N6 1.010
18 C -1.84800 3.01340 -4.65286  C19 1.554, H24 1.090, H25 1.090, H26 1.090
19 C -2.58037 1.64590 -4.56212  C18 1.554, C20 1.541, N23 1.487, H27 1.090
20 C -1.67040 0.40502 -4.48901  C19 1.541, O21 1.399, H28 1.090, H29 1.090
21 O -0.80326 0.52601 -5.58078  C20 1.399, C22 1.461
22 C 0.41912 -0.26044 -5.43799  O21 1.461, H30 1.090, H31 1.090, H32 1.090
23 N -3.37989 1.66639 -3.30820  C19 1.487, H33 1.010, H34 1.010
24 H -1.55477 3.39731 -3.67576  C18 1.090
25 H -2.44377 3.72962 -5.21871  C18 1.090
26 H -1.00282 2.92383 -5.33530  C18 1.090
27 H -3.11664 1.56145 -5.50731  C19 1.090
28 H -2.20723 -0.54302 -4.45536  C20 1.090
29 H -1.04175 0.56301 -3.61269  C20 1.090
30 H 0.25066 -1.24284 -4.99685  C22 1.090
31 H 1.10243 0.09743 -4.66785  C22 1.090
32 H 0.88743 -0.29573 -6.42162  C22 1.090
33 H -3.74374 2.55210 -2.98690  N23 1.010
34 H -4.19478 1.07003 -3.32849  N23 1.010
35 C 1.69173 -6.35163 -6.32682  C36 1.512, H41 1.090, H42 1.090, H43 1.090
36 C 0.96941 -6.95246 -5.14232  C35 1.512, C37 1.522, N40 1.438, H44 1.090
37 C 1.15559 -6.18719 -3.84044  C36 1.522, O38 1.442, H45 1.090, H46 1.090
38 O 0.40215 -6.87074 -2.81832  C37 1.442, C39 1.458
39 C 0.59345 -6.43112 -1.44160  O38 1.458, H47 1.090, H48 1.090, H49 1.090
40 N -0.41742 -7.14125 -5.47061  C36 1.438, H50 1.010, H51 1.010
41 H 1.35227 -5.43008 -6.79973  C35 1.090
42 H 1.70440 -7.03880 -7.17282  C35 1.090
43 H 2.74497 -6.16940 -6.11332  C35 1.090
44 H 1.40358 -7.95192 -5.11627  C36 1.090
45 H 0.90830 -5.12563 -3.83549  C37 1.090
46 H 2.21209 -6.21956 -3.57421  C37 1.090
47 H 0.16294 -7.22533 -0.83170  C39 1.090
48 H 0.08022 -5.47121 -1.38419  C39 1.090
49 H 1.58673 -6.26450 -1.02480  C39 1.090
50 H -0.92559 -6.26961 -5.42468  N40 1.010
51 H -0.72261 -7.75542 -4.72915  N40 1.010
52 C -0.40811 1.28336 5.44777  C53 1.586, H63 1.090, H64 1.090, H65 1.090
53 C -1.69747 1.76642 6.23459  C52 1.586, C54 1.604, N58 1.486, C62 1.530
54 C -1.18936 2.96756 7.16906  C53 1.604, C55 1.564, H66 1.090, H67 1.090
55 C -2.26781 3.94534 7.73965  C54 1.564, C56 1.561, H68 1.090, H69 1.090
56 C -3.21916 4.40004 6.58817  C55 1.561, C57 1.566, H70 1.090, H71 1.090
57 C -3.74835 3.27900 5.63105  C56 1.566, N58 1.514, C60 1.590, C61 1.576
58 N -2.68483 2.27262 5.24542  C53 1.486, C57 1.514, O59 1.384
59 O -3.21037 1.27278 4.44537  N58 1.384, H81 0.960
60 C -5.03222 2.56697 6.24123  C57 1.590, H72 1.090, H73 1.090, H74 1.090
61 C -4.20707 3.88352 4.24976  C57 1.576, H75 1.090, H76 1.090, H77 1.090
62 C -2.18337 0.61501 7.11677  C53 1.530, H78 1.090, H79 1.090, H80 1.090
63 H 0.30762 0.97221 6.20870  C52 1.090
64 H 0.00836 2.06401 4.81116  C52 1.090
65 H -0.55981 0.42620 4.79176  C52 1.090
66 H -0.76350 2.55484 8.08362  C54 1.090
67 H -0.39492 3.55088 6.70354  C54 1.090
68 H -1.83938 4.87320 8.11862  C55 1.090
69 H -2.90357 3.38758 8.42727  C55 1.090
70 H -2.74904 5.17044 5.97697  C56 1.090
71 H -4.02255 4.82851 7.18741  C56 1.090
72 H -5.98476 3.06895 6.07157  C60 1.090
73 H -5.18711 1.51817 5.98801  C60 1.090
74 H -4.90834 2.45009 7.31783  C60 1.090
75 H -4.78665 3.12451 3.72431  C61 1.090
76 H -4.88358 4.73577 4.31395  C61 1.090
77 H -3.42725 4.24847 3.58134  C61 1.090
78 H -1.32596 0.35117 7.73592  C62 1.090
79 H -2.56750 -0.26972 6.60903  C62 1.090
80 H -2.96699 0.97187 7.78511  C62 1.090
81 H -3.07810 1.68063 3.58645  O59 0.960
82 C -7.70133 5.00160 -1.93415  C83 1.484, H93 1.090, H94 1.090, H95 1.090
83 C -6.51225 4.94327 -2.81987  C82 1.484, C84 1.519, N88 1.498, C92 1.568
84 C -6.42856 6.06858 -3.83694  C83 1.519, C85 1.551, H96 1.090, H97 1.090
85 C -5.94213 7.40922 -3.22709  C84 1.551, C86 1.590, H98 1.090, H99 1.090
86 C -4.62170 7.28532 -2.35054  C85 1.590, C87 1.583, H100 1.090, H101 1.090
87 C -4.71690 6.08296 -1.32540  C86 1.583, N88 1.510, C90 1.549, C91 1.539
88 N -5.25973 4.84766 -2.00403  C83 1.498, C87 1.510, O89 1.431
89 O -5.30182 3.73962 -1.09894  N88 1.431, H111 0.960
90 C -3.25800 5.88693 -0.84225  C87 1.549, H102 1.090, H103 1.090, H104 1.090
91 C -5.42702 6.53507 -0.03741  C87 1.539, H105 1.090, H106 1.090, H107 1.090
92 C -6.59696 3.67620 -3.73947  C83 1.568, H108 1.090, H109 1.090, H110 1.090
93 H -7.43740 5.54140 -1.02471  C82 1.090
94 H -8.04115 4.01177 -1.62944  C82 1.090
95 H -8.57031 5.48655 -2.37892  C82 1.090
96 H -5.78415 5.75967 -4.65998  C84 1.090
97 H -7.30878 6.34055 -4.41948  C84 1.090
98 H -6.70607 7.83179 -2.57446  C85 1.090
99 H -5.71593 8.13927 -4.00425  C85 1.090
100 H -4.54620 8.26908 -1.88728  C86 1.090
101 H -3.78534 7.18321 -3.04206  C86 1.090
102 H -3.27914 5.13497 -0.05346  C90 1.090
103 H -2.62119 5.60568 -1.68098  C90 1.090
104 H -2.87940 6.79732 -0.37755  C90 1.090
105 H -6.34443 7.05306 -0.31696  C91 1.090
106 H -5.87721 5.79585 0.62515  C91 1.090
107 H -4.89454 7.28612 0.54610  C91 1.090
108 H -6.75262 2.72774 -3.22538  C92 1.090
109 H -5.64181 3.56153 -4.25196  C92 1.090
110 H -7.31771 3.79267 -4.54882  C92 1.090
111 H -4.49382 3.29541 -1.36620  O89 0.960
112 C 3.26475 -3.30571 2.22547  C113 1.547, H123 1.090, H124 1.090, H125 1.090
113 C 4.69779 -2.74158 2.36696  C112 1.547, C114 1.552, N118 1.508, C122 1.634
114 C 5.25604 -3.21326 3.73657  C113 1.552, C115 1.531, H126 1.090, H127 1.090
115 C 5.71443 -4.67318 3.78564  C114 1.531, C116 1.550, H128 1.090, H129 1.090
116 C 6.54513 -5.02073 2.52395  C115 1.550, C117 1.510, H130 1.090, H131 1.090
117 C 5.99140 -4.64527 1.16989  C116 1.510, N118 1.514, C120 1.496, C121 1.610
118 N 5.54186 -3.20003 1.20487  C113 1.508, C117 1.514, O119 1.346
119 O 5.00312 -2.79933 0.03775  N118 1.346, H141 0.960
120 C 7.17650 -4.74552 0.26200  C117 1.496, H132 1.090, H133 1.090, H134 1.090
121 C 4.89141 -5.70849 0.66930  C117 1.610, H135 1.090, H136 1.090, H137 1.090
122 C 4.82069 -1.11219 2.34926  C113 1.634, H138 1.090, H139 1.090, H140 1.090
123 H 3.22608 -4.33644 2.57790  C112 1.090
124 H 2.81923 -3.26132 1.23167  C112 1.090
125 H 2.50986 -2.78895 2.81809  C112 1.090
126 H 6.15501 -2.63691 3.95519  C114 1.090
127 H 4.62576 -2.90655 4.57131  C114 1.090
128 H 4.84933 -5.32060 3.92895  C115 1.090
129 H 6.33115 -4.81027 4.67387  C115 1.090
130 H 6.60295 -6.10896 2.50084  C116 1.090
131 H 7.54587 -4.62079 2.68723  C116 1.090
132 H 7.87697 -3.95910 0.54306  C120 1.090
133 H 7.68497 -5.70932 0.23610  C120 1.090
134 H 6.74602 -4.61245 -0.73051  C120 1.090
135 H 5.15512 -6.76383 0.73869  C121 1.090
136 H 4.00840 -5.51836 1.27941  C121 1.090
137 H 4.57181 -5.56215 -0.36247  C121 1.090
138 H 4.45765 -0.63174 1.44071  C122 1.090
139 H 5.82979 -0.76562 2.57217  C122 1.090
140 H 4.33491 -0.69443 3.23108  C122 1.090
141 H 5.68666 -2.29465 -0.40908  O119 0.960
142 C -2.37677 -7.42688 3.99145  C143 1.618, H153 1.090, H154 1.090, H155 1.090
143 C -3.17760 -6.15966 4.59907  C142 1.618, C144 1.561, N148 1.441, C152 1.502
144 C -2.35455 -4.88009 4.25082  C143 1.561, C145 1.514, H156 1.090, H157 1.090
145 C -3.13878 -3.58949 4.35756  C144 1.514, C146 1.575, H158 1.090, H159 1.090
146 C -4.53226 -3.67482 3.62821  C145 1.575, C147 1.526, H160 1.090, H161 1.090
147 C -5.30257 -4.88312 4.15234  C146 1.526, N148 1.505, C150 1.537, C151 1.537
148 N -4.50656 -6.15535 4.04223  C143 1.441, C147 1.505, O149 1.400
149 O -5.21229 -7.29793 4.43652  N148 1.400, H171 0.960
150 C -5.91649 -4.57604 5.52780  C147 1.537, H162 1.090, H163 1.090, H164 1.090
151 C -6.49892 -5.08709 3.20872  C147 1.537, H165 1.090, H166 1.090, H167 1.090
152 C -3.15867 -6.12773 6.10047  C143 1.502, H168 1.090, H169 1.090, H170 1.090
153 H -2.39774 -7.23767 2.91820  C142 1.090
154 H -2.96263 -8.34374 4.05662  C142 1.090
155 H -1.32066 -7.61440 4.18523  C142 1.090
156 H -1.53908 -4.74940 4.96220  C144 1.090
157 H -2.05210 -4.97256 3.20772  C144 1.090
158 H -2.57693 -2.71806 4.02135  C145 1.090
159 H -3.41089 -3.35474 5.38660  C145 1.090
160 H -4.30412 -3.53880 2.57108  C146 1.090
161 H -5.07142 -2.76736 3.90012  C146 1.090
162 H -6.88733 -4.09951 5.39183  C150 1.090
163 H -6.09274 -5.50254 6.07425  C150 1.090
164 H -5.23455 -3.99136 6.14522  C150 1.090
165 H -6.97834 -4.12131 3.04890  C151 1.090
166 H -6.12977 -5.38833 2.22838  C151 1.090
167 H -7.12053 -5.95122 3.44323  C151 1.090
168 H -2.16646 -6.26067 6.53168  C152 1.090
169 H -3.68907 -6.99684 6.48961  C152 1.090
170 H -3.63574 -5.26504 6.56554  C152 1.090
171 H -5.59179 -7.06526 5.28707  O149 0.960
172 C 5.49914 -0.91849 -4.69257  C173 1.622, H183 1.090, H184 1.090, H185 1.090
173 C 4.98588 -2.36840 -4.17838  C172 1.622, C174 1.505, N178 1.486, C182 1.587
174 C 4.09844 -3.01086 -5.21007  C173 1.505, C175 1.543, H186 1.090, H187 1.090
175 C 4.84208 -3.85429 -6.26655  C174 1.543, C176 1.492, H188 1.090, H189 1.090
176 C 5.66305 -4.84757 -5.51389  C175 1.492, C177 1.556, H190 1.090, H191 1.090
177 C 6.74799 -4.23989 -4.57837  C176 1.556, N178 1.487, C180 1.544, C181 1.601
178 N 6.04227 -3.28677 -3.68090  C173 1.486, C177 1.487, O179 1.409
179 O 6.96575 -2.67849 -2.80734  N178 1.409, H201 0.960
180 C 7.37807 -5.43384 -3.82963  C177 1.544, H192 1.090, H193 1.090, H194 1.090
181 C 7.86304 -3.61719 -5.54343  C177 1.601, H195 1.090, H196 1.090, H197 1.090
182 C 4.06341 -2.18709 -2.89964  C173 1.587, H198 1.090, H199 1.090, H200 1.090
183 H 4.63795 -0.31149 -4.97186  C172 1.090
184 H 6.26505 -0.95139 -5.46741  C172 1.090
185 H 5.89333 -0.31188 -3.87725  C172 1.090
186 H 3.26911 -3.58303 -4.79420  C174 1.090
187 H 3.64028 -2.22603 -5.81192  C174 1.090
188 H 5.48227 -3.29878 -6.95188  C175 1.090
189 H 4.11418 -4.38458 -6.88059  C175 1.090
190 H 6.11270 -5.59738 -6.16482  C176 1.090
191 H 4.92751 -5.43308 -4.96228  C176 1.090
192 H 6.60412 -5.90616 -3.22464  C180 1.090
193 H 7.81207 -6.16713 -4.50937  C180 1.090
194 H 8.29144 -5.24462 -3.26569  C180 1.090
195 H 8.86478 -3.54317 -5.12020  C181 1.090
196 H 7.83670 -4.03055 -6.55167  C181 1.090
197 H 7.54218 -2.58484 -5.68271  C181 1.090
198 H 4.47270 -1.49580 -2.16297  C182 1.090
199 H 3.74158 -3.09244 -2.38500  C182 1.090
200 H 3.10310 -1.75905 -3.18723  C182 1.090
201 H 7.54888 -2.27458 -3.45420  O179 0.960
202 C 5.90396 4.96605 -2.52886  C203 1.593, H213 1.090, H214 1.090, H215 1.090
203 C 4.33840 4.69672 -2.65347  C202 1.593, C204 1.541, N208 1.492, C212 1.588
204 C 3.78571 5.95816 -3.34576  C203 1.541, C205 1.537, H216 1.090, H217 1.090
205 C 2.31933 5.82055 -3.78393  C204 1.537, C206 1.549, H218 1.090, H219 1.090
206 C 2.24563 4.60990 -4.74731  C205 1.549, C207 1.528, H220 1.090, H221 1.090
207 C 2.71724 3.27902 -4.16235  C206 1.528, N208 1.490, C210 1.532, C211 1.534
208 N 4.04714 3.53223 -3.53892  C203 1.492, C207 1.490, O209 1.334
209 O 4.48050 2.37877 -3.02800  N208 1.334, H231 0.960
210 C 1.67006 2.70138 -3.20507  C207 1.532, H222 1.090, H223 1.090, H224 1.090
211 C 2.83931 2.43040 -5.43496  C207 1.534, H225 1.090, H226 1.090, H227 1.090
212 C 3.69748 4.53271 -1.21002  C203 1.588, H228 1.090, H229 1.090, H230 1.090
213 H 6.10549 5.96355 -2.13838  C202 1.090
214 H 6.28384 4.88728 -3.54748  C202 1.090
215 H 6.38662 4.14922 -1.99228  C202 1.090
216 H 3.86836 6.82792 -2.69402  C204 1.090
217 H 4.45104 6.09045 -4.19896  C204 1.090
218 H 2.08734 6.70061 -4.38373  C205 1.090
219 H 1.60376 5.88105 -2.96393  C205 1.090
220 H 2.89067 4.82452 -5.59934  C206 1.090
221 H 1.20682 4.47927 -5.05049  C206 1.090
222 H 2.07069 1.92754 -2.55027  C210 1.090
223 H 1.22316 3.48645 -2.59512  C210 1.090
224 H 0.86295 2.18152 -3.72124  C210 1.090
225 H 3.63962 2.71959 -6.11611  C211 1.090
226 H 3.17370 1.44235 -5.11867  C211 1.090
227 H 1.97273 2.26284 -6.07454  C211 1.090
228 H 2.65826 4.20707 -1.16429  C212 1.090
229 H 3.60859 5.45630 -0.63803  C212 1.090
230 H 4.26639 3.85586 -0.57259  C212 1.090
231 H 4.55610 1.86816 -3.83741  O209 0.960
232 C -0.28735 -2.09249 -1.21252  C233 1.537, H243 1.090, H244 1.090, H245 1.090
233 C -0.16504 -1.07099 -0.07102  C232 1.537, C234 1.528, N238 1.478, C242 1.533
234 C 1.25281 -0.50048 -0.09365  C233 1.528, C235 1.557, H246 1.090, H247 1.090
235 C 1.50617 0.83072 0.67231  C234 1.557, C236 1.479, H248 1.090, H249 1.090
236 C 0.48779 1.79098 0.19528  C235 1.479, C237 1.536, H250 1.090, H251 1.090
237 C -0.96503 1.31222 0.33327  C236 1.536, N238 1.499, C240 1.526, C241 1.571
238 N -1.09455 0.02326 -0.42056  C233 1.478, C237 1.499, O239 1.421
239 O -2.43190 -0.32399 -0.75380  N238 1.421, H261 0.960
240 C -1.36452 1.27227 1.80581  C237 1.526, H252 1.090, H253 1.090, H254 1.090
241 C -1.81510 2.40318 -0.41143  C237 1.571, H255 1.090, H256 1.090, H257 1.090
242 C -0.44979 -1.85043 1.21755  C233 1.533, H258 1.090, H259 1.090, H260 1.090
243 H -0.13065 -1.62515 -2.18471  C232 1.090
244 H -1.22309 -2.65032 -1.17648  C232 1.090
245 H 0.54208 -2.79534 -1.13405  C232 1.090
246 H 1.95103 -1.27793 0.21642  C234 1.090
247 H 1.62756 -0.26529 -1.08983  C234 1.090
248 H 2.48013 1.27267 0.46212  C235 1.090
249 H 1.46744 0.63016 1.74300  C235 1.090
250 H 0.72307 1.92547 -0.86050  C236 1.090
251 H 0.63953 2.74992 0.69079  C236 1.090
252 H -1.04490 2.12503 2.40475  C240 1.090
253 H -2.45437 1.26551 1.82327  C240 1.090
254 H -1.09141 0.37266 2.35736  C240 1.090
255 H -1.84657 3.34834 0.13060  C241 1.090
256 H -1.52883 2.50240 -1.45848  C241 1.090
257 H -2.87721 2.15871 -0.42734  C241 1.090
258 H 0.12535 -2.77628 1.22765  C242 1.090
259 H -1.48232 -2.13767 1.41620  C242 1.090
260 H -0.03187 -1.32568 2.07666  C242 1.090
261 H -2.45436 -0.06627 -1.67828  O239 0.960
262 C 2.42183 7.37607 5.04630  C263 1.560, H273 1.090, H274 1.090, H275 1.090
263 C 0.93144 7.60917 4.64815  C262 1.560, C264 1.588, N268 1.474, C272 1.494
264 C 0.83433 8.71229 3.50960  C263 1.588, C265 1.591, H276 1.090, H277 1.090
265 C 1.21114 8.16842 2.06219  C264 1.591, C266 1.457, H278 1.090, H279 1.090
266 C 0.39366 6.99210 1.79368  C265 1.457, C267 1.577, H280 1.090, H281 1.090
267 C 0.36716 5.83171 2.86060  C266 1.577, N268 1.488, C270 1.509, C271 1.592
268 N 0.26474 6.35621 4.24959  C263 1.474, C267 1.488, O269 1.313
269 O 0.41685 5.37159 5.10422  N268 1.313, H291 0.960
270 C -0.93441 5.10818 2.61655  C267 1.509, H282 1.090, H283 1.090, H284 1.090
271 C 1.54692 4.78419 2.64739  C267 1.592, H285 1.090, H286 1.090, H287 1.090
272 C 0.18161 8.12703 5.83215  C263 1.494, H288 1.090, H289 1.090, H290 1.090
273 H 2.82472 8.33709 5.36602  C262 1.090
274 H 3.05945 7.02755 4.23385  C262 1.090
275 H 2.46270 6.60940 5.82002  C262 1.090
276 H -0.17207 9.12669 3.45040  C264 1.090
277 H 1.56654 9.50122 3.68150  C264 1.090
278 H 2.20683 7.72528 2.04396  C265 1.090
279 H 1.16316 8.97771 1.33361  C265 1.090
280 H 0.83127 6.54157 0.90282  C266 1.090
281 H -0.60207 7.27820 1.45491  C266 1.090
282 H -1.80883 5.75875 2.63259  C270 1.090
283 H -0.86997 4.49748 1.71601  C270 1.090
284 H -1.13433 4.35497 3.37865  C270 1.090
285 H 1.98311 4.73618 1.64963  C271 1.090
286 H 2.40021 5.15177 3.21737  C271 1.090
287 H 1.22493 3.81397 3.02569  C271 1.090
288 H 0.17976 9.20692 5.98022  C272 1.090
289 H 0.59330 7.77444 6.77783  C272 1.090
290 H -0.89394 7.95098 5.84949  C272 1.090
291 H -0.44896 5.18330 5.47369  O269 0.960

The value obtained for the calculated total energy is -128998.32213 eV. As for the LUMO energy (spin up / spin down): -2.2 / -6.5 eV. Its charge is +1. As for the spin multiplicity: 2.